Record 1
{
  "formula": "C43H35GeMnN6O3S",
  "method": "ωB97M-V/def2-TZVPD",
  "symbols": ["Mn", "O", "C", "N", "C", "C", "C", "C", "C", "C", "N", "C", "O", "C", "C", "C", "C", "C", "N", "C", "C", "C", "C", "C", "N", "H", "H", "H", "H", "H", "H", "H", "H", "H", "H", "H", "H", "C", "C", "C", "C", "N", "C", "S", "N", "C", "H", "H", "H", "H", "H", "H", "H", "H", "O", "C", "Ge", "C", "C", "C", "C", "C", "C", "C", "C", "C", "C", "C", "C", "C", "C", "C", "C", "C", "C", "H", "H", "H", "H", "H", "H", "H", "H", "H", "H", "H", "H", "H", "H", "H"],
  "coordinates": [[-1.7980, -0.0723, 0.4173], [-1.5883, -3.4900, -1.6138], [-1.8486, -2.5574, -0.8846], [-1.9792, -1.2277, -1.2299], [-3.1968, -0.9342, -1.9102], [-3.5006, -1.5691, -3.1112], [-4.7129, -1.3364, -3.7479], [-5.6298, -0.4566, -3.2024], [-5.3332, 0.2189, -2.0229], [-4.1136, 0.0039, -1.4034], [-3.6875, 0.7026, -0.2094], [-4.0413, 2.0727, 0.0477], [-4.9372, 2.6724, -0.4866], [-3.1386, 2.6862, 1.0796], [-3.1443, 4.0716, 1.1579], [-2.2791, 4.6879, 2.0434], [-1.4748, 3.9013, 2.8454], [-1.5621, 2.5220, 2.7255], [-2.3628, 1.9170, 1.8486], [-2.0862, -2.8674, 0.5791], [-2.5991, -4.1248, 0.8499], [-2.9111, -4.4240, 2.1693], [-2.7029, -3.4611, 3.1453], [-2.1805, -2.2288, 2.7770], [-1.8511, -1.9432, 1.5197], [-2.7773, -2.2635, -3.5170], [-4.9333, -1.8501, -4.6750], [-6.5743, -0.2719, -3.6973], [-6.0197, 0.9361, -1.6022], [-3.8040, 4.6274, 0.5078], [-2.2378, 5.7679, 2.1068], [-0.7801, 4.3271, 3.5559], [-0.9479, 1.8693, 3.3232], [-2.7535, -4.8157, 0.0360], [-3.3225, -5.3902, 2.4321], [-2.9494, -3.6442, 4.1816], [-1.9946, -1.4488, 3.5044], [4.8642, -1.2237, 4.7135], [3.8522, -0.1505, 4.4851], [3.9636, 1.1370, 4.9068], [2.9036, 2.0290, 4.5963], [1.8405, 1.6697, 3.9207], [1.7120, 0.3893, 3.4802], [0.4609, -0.1505, 2.5309], [2.7378, -0.4876, 3.7987], [2.9608, 3.4608, 5.0305], [5.7105, -0.8320, 5.2715], [5.2208, -1.6163, 3.7597], [4.4231, -2.0498, 5.2735], [4.8354, 1.4552, 5.4582], [2.6093, -1.4278, 3.4495], [3.8707, 3.6889, 5.5819], [2.0946, 3.6849, 5.6536], [2.8983, 4.1026, 4.1514], [-2.4424, 1.3106, -0.7570], [-0.4428, -0.1737, -0.4303], [0.9377, -0.1742, -1.8111], [0.3318, 0.4110, -3.5583], [1.2037, 0.3805, -4.6481], [0.7850, 0.7926, -5.9053], [-0.5175, 1.2407, -6.0883], [-1.3934, 1.2784, -5.0127], [-0.9718, 0.8672, -3.7541], [1.5245, -2.0267, -1.8200], [1.9082, -2.6247, -0.6180], [2.2884, -3.9577, -0.5785], [2.2876, -4.7126, -1.7439], [1.8994, -4.1320, -2.9423], [1.5176, -2.7980, -2.9782], [2.3671, 1.0239, -1.2078], [2.7546, 2.1132, -1.9873], [3.7606, 2.9737, -1.5651], [4.3932, 2.7622, -0.3486], [4.0146, 1.6859, 0.4433], [3.0129, 0.8276, 0.0140], [2.2238, 0.0315, -4.5196], [1.4731, 0.7627, -6.7409], [-0.8469, 1.5597, -7.0692], [-2.4103, 1.6249, -5.1471], [-1.6647, 0.9046, -2.9194], [1.8742, -2.0508, 0.3029], [2.5740, -4.4136, 0.3616], [2.5778, -5.7553, -1.7152], [1.8824, -4.7216, -3.8504], [1.1945, -2.3594, -3.9155], [2.2613, 2.2987, -2.9340], [4.0457, 3.8129, -2.1870], [5.1751, 3.4345, -0.0181], [4.4994, 1.5171, 1.3988], [2.7169, 0.0001, 0.6491]],
  "forces_ev_per_a": [[0.67, 0.40, -1.47], [-0.28, 0.20, -0.28], [0.50, -0.29, 0.04], [-1.40, -0.20, 0.84], [0.18, -0.14, -0.58], [-0.12, -0.01, 0.10], [0.05, -0.07, 0.00], [-0.09, 0.05, 0.03], [0.17, -0.02, -0.04], [-0.77, -0.28, 0.36], [1.16, 0.50, -1.29], [-1.00, -0.42, 0.33], [0.22, 0.01, 0.08], [-0.14, 0.48, 0.36], [-0.06, -0.13, 0.00], [-0.01, 0.10, 0.03], [-0.01, -0.14, 0.12], [-0.17, 0.01, -0.11], [0.23, -0.32, -0.28], [0.28, -0.45, -0.19], [0.01, 0.04, 0.65], [-0.01, 0.02, -0.08], [0.08, 0.12, -0.02], [0.19, -0.14, 0.14], [-1.08, 0.64, -0.83], [0.00, 0.02, -0.02], [-0.01, 0.01, -0.01], [0.00, -0.01, 0.00], [-0.02, -0.01, -0.02], [-0.01, 0.00, 0.01], [0.00, 0.00, -0.01], [0.00, 0.02, -0.01], [0.13, -0.01, 0.05], [0.05, -0.02, 0.00], [-0.01, 0.01, 0.00], [0.00, -0.02, 0.00], [-0.02, 0.01, 0.00], [-0.02, 0.03, 0.00], [-0.08, -0.02, -0.08], [0.09, 0.05, 0.04], [0.01, -0.06, -0.03], [-0.10, 0.05, 0.10], [0.04, 0.09, -0.08], [0.48, -0.24, 0.38], [-0.01, -0.04, -0.04], [0.02, 0.02, 0.02], [0.00, -0.02, 0.00], [0.01, 0.00, 0.00], [0.01, 0.00, 0.01], [-0.03, 0.05, 0.00], [0.02, -0.01, 0.02], [0.00, -0.01, 0.00], [0.01, -0.01, 0.01], [0.01, 0.00, 0.00], [0.37, -0.25, 0.52], [0.64, 0.49, 1.23], [-0.03, 0.05, -0.07], [-0.16, 0.00, -0.06], [0.02, -0.03, 0.02], [-0.04, 0.01, 0.01], [0.02, -0.01, 0.03], [0.05, -0.01, 0.01], [-0.02, 0.00, 0.07], [0.09, -0.12, 0.01], [-0.07, 0.02, -0.02], [-0.01, 0.00, -0.02], [0.00, 0.01, -0.02], [0.01, -0.02, 0.00], [0.01, 0.04, 0.01], [0.01, 0.05, 0.09], [-0.05, -0.03, 0.02], [0.01, -0.01, 0.03], [-0.03, -0.01, -0.02], [-0.01, 0.00, -0.02], [-0.04, -0.07, 0.01], [0.00, 0.00, 0.00], [0.00, 0.00, 0.00], [0.00, 0.00, 0.00], [-0.01, 0.00, -0.01], [0.07, 0.03, -0.08], [-0.01, -0.02, 0.02], [0.00, 0.00, 0.01], [0.00, 0.00, 0.00], [0.00, 0.00, 0.01], [0.00, -0.02, 0.00], [0.00, 0.01, -0.01], [0.00, 0.00, 0.00], [0.00, 0.00, 0.00], [0.00, 0.00, 0.00], [0.01, 0.03, 0.00]],
  "largest_force_ev_per_a": 1.81,
  "e_homo_ev": [-7.15, -7.09],
  "e_tot_ha": -5839.772814,
  "orbital_gap_ev": [6.98, 6.93],
  "lumo_ha": [-0.0060, -0.0060]
}

Record 2
{
  "formula": "C43H35IrN4OP2S2",
  "method": "ωB97M-V/def2-TZVPD",
  "symbols": ["Ir", "O", "S", "C", "C", "C", "C", "C", "C", "P", "C", "C", "C", "C", "C", "C", "C", "C", "C", "C", "C", "C", "C", "C", "C", "C", "C", "C", "P", "C", "C", "C", "C", "C", "C", "C", "C", "C", "C", "C", "C", "H", "H", "H", "H", "H", "H", "H", "H", "H", "H", "H", "H", "H", "H", "H", "H", "H", "H", "H", "H", "H", "H", "H", "H", "H", "H", "H", "H", "N", "C", "S", "N", "N", "C", "C", "C", "C", "C", "C", "N", "H", "H", "H", "H", "H", "H", "H"],
  "coordinates": [[-0.7317, 0.2995, -0.4772], [-2.6790, -1.9582, -1.6918], [-2.0378, -1.7683, -0.3758], [-3.2548, -1.3460, 0.8618], [-4.5732, -1.7236, 0.6603], [-5.5133, -1.3679, 1.6203], [-5.1265, -0.6663, 2.7602], [-3.8023, -0.2839, 2.9405], [-2.8562, -0.5922, 1.9692], [-1.0955, -0.2136, 2.0856], [-0.6040, -0.8334, 3.7084], [0.1145, -0.0581, 4.6200], [0.4326, -0.5821, 5.8655], [0.0561, -1.8769, 6.1936], [-0.6414, -2.6594, 5.2788], [-0.9650, -2.1457, 4.0358], [-1.8918, 3.1335, 0.6811], [-1.3636, 4.4006, 0.0674], [-1.3111, 5.5112, 0.8037], [-1.6969, 5.6910, 2.2319], [-2.1851, 4.8009, 3.1024], [-2.4478, 3.3412, 2.7653], [-1.3997, -3.3337, 0.2180], [-2.1946, -4.0541, 1.1070], [-1.8260, -5.3279, 1.5094], [-0.6502, -5.8783, 1.0356], [0.1589, -5.1507, 0.1728], [-0.1865, -3.8655, -0.2595], [0.9161, -3.3828, -1.6518], [1.0891, -0.6040, -3.2477], [1.9646, 0.3950, -3.6623], [1.9474, 0.7607, -5.0010], [1.0716, 0.1443, -5.8847], [0.1864, -0.8311, -5.4385], [0.1797, -1.2146, -4.1069], [2.5528, -3.7139, -1.0017], [3.4648, -4.2523, -1.9139], [4.7537, -4.5641, -1.4947], [5.1231, -4.3330, -0.1784], [4.2151, -3.7885, 0.7329], [2.9311, -3.4834, 0.3286], [-4.8554, -2.2778, -0.2291], [-6.5493, -1.6544, 1.4857], [-5.8637, -0.4163, 3.5126], [-3.5067, 0.2530, 3.8353], [0.4080, 0.9565, 4.3798], [0.9694, 0.0256, 6.5823], [0.3071, -2.2794, 7.1666], [-0.9333, -3.6683, 5.5403], [-1.5083, -2.7591, 3.3243], [-1.0697, 4.4044, -0.9766], [-0.9480, 6.4055, 0.3125], [-1.5575, 6.6978, 2.6061], [-2.4089, 5.1300, 4.1105], [-2.8644, 2.7654, 3.5878], [-3.1146, -3.6355, 1.4849], [-2.4638, -5.8853, 2.1837], [-0.3523, -6.8751, 1.3336], [1.0768, -5.6074, -0.1764], [2.6328, 0.8956, -2.9766], [2.6220, 1.5321, -5.3494], [1.0739, 0.4307, -6.9288], [-0.5064, -1.2966, -6.1273], [-0.5255, -1.9608, -3.7567], [3.1675, -4.4422, -2.9405], [5.4582, -4.9985, -2.1920], [6.1228, -4.5876, 0.1500], [4.5155, -3.6175, 1.7587], [2.2213, -3.0783, 1.0424], [3.6848, -0.8259, -1.2095], [2.5263, -0.4059, -0.7129], [0.9804, -1.0897, -1.5251], [2.3911, 0.3868, 0.2780], [1.1277, 0.6042, 0.7069], [0.8458, 1.4931, 1.6168], [-0.5206, 1.5042, 2.0686], [-1.1603, 2.8277, 2.0610], [-3.2459, 3.3491, 1.4015], [-4.1011, 2.2942, 0.8371], [-3.3748, 1.5922, -0.1157], [-2.0843, 1.9401, -0.1632], [3.7409, -1.3825, -2.0456], [4.5434, -0.5083, -0.7805], [1.5935, 2.2074, 1.9629], [-0.3545, 3.5489, 2.1916], [-3.7311, 4.3144, 1.2536], [-5.1616, 2.1790, 1.0210], [-3.7491, 0.7956, -0.7489]],
  "forces_ev_per_a": [[0.51, -0.59, -0.30], [0.16, -0.08, 0.44], [-0.24, 0.27, -0.55], [-0.16, 0.02, -0.05], [0.03, 0.03, -0.04], [-0.03, 0.05, 0.09], [-0.04, -0.04, -0.06], [-0.03, 0.02, 0.02], [-0.01, -0.05, 0.00], [-0.08, 0.35, 0.44], [0.09, -0.17, -0.14], [0.00, -0.01, 0.01], [0.00, 0.03, -0.05], [0.01, -0.02, 0.02], [0.00, 0.00, -0.02], [0.00, -0.01, 0.02], [0.06, 0.14, -0.10], [-0.07, -0.41, -0.17], [-0.02, 0.24, 0.31], [0.12, 0.08, -0.28], [-0.06, -0.23, 0.05], [-0.05, 0.01, -0.06], [-0.04, 0.01, 0.07], [0.15, 0.01, -0.12], [0.02, -0.08, 0.03], [-0.01, -0.03, 0.01], [0.02, 0.02, 0.06], [0.09, 0.01, 0.07], [-0.22, -0.06, 0.01], [0.10, -0.03, -0.03], [-0.10, -0.02, -0.01], [0.00, 0.01, 0.03], [-0.02, -0.03, -0.03], [-0.01, 0.04, -0.04], [0.02, -0.01, 0.01], [-0.10, -0.08, 0.07], [0.05, 0.04, -0.04], [-0.02, 0.01, -0.04], [0.00, 0.01, 0.03], [-0.01, -0.01, -0.01], [0.05, -0.08, 0.01], [0.02, 0.02, 0.05], [0.04, 0.02, 0.01], [0.01, 0.00, -0.02], [-0.01, -0.03, -0.03], [-0.02, -0.01, 0.01], [-0.01, -0.01, -0.02], [-0.02, 0.01, -0.02], [0.01, 0.02, -0.01], [0.02, 0.04, 0.06], [-0.01, -0.01, 0.06], [-0.01, 0.02, 0.06], [0.01, 0.00, -0.05], [-0.01, -0.04, -0.04], [0.02, 0.04, 0.03], [-0.02, 0.01, -0.01], [0.02, 0.02, -0.02], [0.01, 0.02, -0.01], [-0.02, -0.01, 0.03], [0.04, -0.01, 0.03], [-0.02, -0.03, 0.01], [-0.01, -0.01, 0.04], [0.02, 0.02, 0.01], [0.05, 0.04, -0.03], [0.01, -0.01, 0.04], [-0.02, 0.01, 0.02], [-0.02, 0.01, -0.01], [0.00, -0.01, -0.02], [-0.01, -0.02, -0.01], [0.03, 0.22, -0.03], [-0.23, -0.33, -0.18], [0.05, 0.54, 0.09], [0.17, 0.11, 0.11], [-0.21, 0.16, -0.15], [0.10, 0.00, 0.05], [-0.09, -0.06, 0.00], [-0.10, -0.06, -0.07], [0.06, -0.02, -0.02], [-0.10, 0.02, 0.00], [0.07, 0.26, 0.06], [-0.10, -0.21, 0.21], [0.00, -0.03, -0.01], [-0.01, 0.00, 0.00], [-0.02, -0.08, 0.03], [0.02, 0.02, 0.04], [-0.01, 0.02, -0.02], [0.09, -0.03, 0.00], [0.00, 0.04, 0.06]],
  "spin_multiplicity": 6,
  "total_charge": 3,
  "largest_force_ev_per_a": 0.84,
  "e_homo_ev": [-15.26, -15.67],
  "e_tot_ha": -3536.049608,
  "orbital_gap_ev": [6.54, 5.88],
  "lumo_ha": [-0.3204, -0.3598]
}

Record 3
{
  "formula": "C43H35LaN8S5",
  "method": "ωB97M-V/def2-TZVPD",
  "symbols": ["La", "S", "C", "C", "C", "C", "C", "C", "S", "C", "C", "C", "C", "C", "C", "C", "S", "C", "C", "C", "C", "C", "C", "S", "N", "H", "H", "H", "H", "H", "H", "H", "H", "H", "H", "H", "H", "H", "H", "H", "C", "C", "C", "C", "N", "C", "N", "C", "N", "C", "N", "C", "C", "C", "C", "C", "N", "C", "C", "C", "C", "C", "C", "H", "H", "H", "H", "H", "H", "H", "H", "H", "H", "H", "H", "C", "C", "C", "C", "N", "C", "S", "N", "C", "H", "H", "H", "H", "H", "H", "H", "H"],
  "coordinates": [[-0.7850, 0.5962, 0.1977], [-3.4281, 1.6800, 0.6378], [-4.5256, 0.4445, 1.2477], [-5.9058, 0.6638, 1.0983], [-6.8471, -0.2645, 1.5081], [-6.4478, -1.4577, 2.1021], [-5.0962, -1.6909, 2.2804], [-4.1433, -0.7618, 1.8605], [-2.4418, -1.1971, 2.1504], [-2.1152, -0.0333, 3.5306], [-0.6700, 0.3515, 3.5389], [0.1707, -0.2031, 4.4309], [1.6184, 0.0542, 4.2772], [1.9559, 1.4201, 3.6043], [0.7893, 2.0624, 2.8892], [0.8607, 3.3583, 2.5809], [1.9028, 1.8817, -0.0771], [3.0991, 0.7705, -0.6708], [4.3825, 1.2578, -0.9937], [5.4081, 0.4174, -1.3888], [5.2062, -0.9586, -1.4734], [3.9536, -1.4641, -1.1727], [2.9161, -0.6172, -0.7853], [1.3565, -1.3837, -0.4732], [-0.3315, 1.2903, 2.5848], [-6.2199, 1.5899, 0.6310], [-7.9015, -0.0544, 1.3660], [-7.1789, -2.1882, 2.4268], [-4.7540, -2.6111, 2.7415], [-2.4128, -0.5207, 4.4553], [-2.7294, 0.8419, 3.3358], [-0.1842, -0.9146, 5.1662], [2.1878, -0.0895, 5.1958], [2.4732, 2.1524, 4.2208], [1.7553, 3.9401, 2.7752], [0.0289, 3.8537, 2.0897], [4.5430, 2.3294, -0.9381], [6.3758, 0.8374, -1.6411], [6.0058, -1.6197, -1.7854], [3.7561, -2.5290, -1.2430], [-0.8233, 4.4536, -2.7171], [0.3414, 4.3825, -3.4798], [1.0034, 3.1837, -3.6075], [0.4930, 2.0537, -2.9619], [-0.6215, 2.1223, -2.1976], [-1.2612, 3.3001, -2.1056], [1.1555, 0.8547, -2.9695], [0.5090, -0.2224, -3.1723], [0.7465, -1.3958, -2.4695], [-0.4595, -2.0780, -2.4996], [-0.8455, -2.8367, -1.5372], [-2.2138, -2.7649, -1.3151], [-3.0250, -3.8871, -1.1767], [-4.3924, -3.7027, -1.0898], [-4.9158, -2.4168, -1.1285], [-4.0298, -1.3560, -1.1722], [-2.7005, -1.5072, -1.2203], [-1.2762, -1.5816, -3.6503], [-2.3949, -2.0782, -4.2933], [-2.9068, -1.3362, -5.3510], [-2.3183, -0.1323, -5.7385], [-1.1946, 0.3554, -5.0824], [-0.6875, -0.4022, -4.0434], [-1.3695, 5.3791, -2.5945], [0.7272, 5.2700, -3.9689], [1.9141, 3.0861, -4.1838], [-2.1674, 3.2986, -1.5052], [-2.5744, -4.8708, -1.1905], [-5.0503, -4.5602, -1.0042], [-5.9801, -2.2319, -1.0676], [-4.3828, -0.3316, -1.1430], [-2.8665, -3.0020, -3.9802], [-3.7827, -1.6931, -5.8792], [-2.7448, 0.4287, -6.5610], [-0.7318, 1.2892, -5.3775], [5.6005, -2.4938, 2.5974], [4.6764, -1.3248, 2.6461], [4.9175, -0.1617, 1.9616], [4.0627, 0.9391, 2.1955], [2.8968, 0.6799, 2.7113], [2.4135, -0.6439, 3.0843], [1.3612, -1.5475, 1.8986], [3.5745, -1.4496, 3.4164], [4.4510, 2.3578, 1.9693], [6.5468, -2.2255, 2.1340], [5.1306, -3.2833, 2.0035], [5.7862, -2.8896, 3.5981], [5.8127, -0.0435, 1.3697], [3.3690, -2.3587, 3.8028], [5.4344, 2.4191, 1.5093], [4.4671, 2.8925, 2.9250], [3.6981, 2.8292, 1.3302]],
  "forces_ev_per_a": [[0.33, -0.05, 0.25], [-0.12, -0.07, -0.04], [-0.10, 0.02, 0.03], [0.04, 0.01, 0.00], [0.03, 0.01, 0.01], [-0.01, 0.03, -0.01], [0.05, 0.01, -0.02], [-0.03, -0.11, 0.03], [0.02, 0.31, -0.12], [-0.02, -0.13, -0.01], [-0.13, 0.15, 0.09], [0.17, -0.07, 0.04], [-0.01, -0.01, 0.00], [0.04, -0.24, -0.23], [-0.17, 0.03, 0.12], [-0.04, 0.22, 0.02], [-0.20, -0.08, -0.23], [0.07, 0.04, -0.02], [-0.06, -0.02, -0.09], [-0.08, 0.04, -0.04], [0.00, 0.03, 0.00], [-0.05, -0.01, 0.03], [0.02, -0.06, -0.01], [0.17, -0.17, -0.47], [0.09, -0.12, -0.16], [0.00, -0.04, 0.02], [0.05, 0.00, 0.00], [0.04, 0.03, -0.01], [-0.02, 0.06, -0.02], [0.01, -0.01, 0.04], [-0.04, 0.06, 0.02], [0.01, 0.06, -0.05], [0.06, 0.00, -0.01], [0.09, -0.01, 0.01], [-0.07, -0.06, -0.02], [0.07, -0.03, 0.06], [0.01, -0.08, -0.04], [-0.03, 0.00, 0.01], [-0.03, 0.03, 0.01], [0.00, 0.08, 0.00], [-0.03, 0.01, -0.03], [0.03, 0.07, -0.02], [0.06, 0.05, -0.06], [-0.12, 0.04, -0.11], [-0.01, 0.04, 0.07], [0.00, -0.10, -0.01], [0.22, 0.21, 0.26], [-0.20, -0.22, 0.03], [-0.18, -0.07, -0.23], [0.12, 0.10, -0.05], [-0.05, -0.02, 0.12], [-0.07, 0.09, -0.03], [-0.04, -0.10, -0.03], [0.00, -0.07, 0.04], [0.00, 0.01, -0.03], [0.10, 0.07, 0.01], [-0.14, -0.11, 0.12], [0.06, -0.06, 0.12], [-0.09, -0.05, -0.04], [0.01, -0.02, 0.03], [0.03, 0.04, 0.02], [0.00, 0.03, -0.08], [0.14, 0.06, 0.12], [0.02, -0.05, -0.01], [-0.02, -0.05, 0.01], [-0.04, 0.01, 0.03], [0.03, 0.00, 0.01], [-0.01, 0.04, 0.00], [0.03, 0.03, -0.01], [0.05, 0.00, -0.02], [0.04, -0.06, -0.04], [0.01, 0.03, -0.02], [0.03, 0.01, 0.02], [0.01, -0.02, 0.03], [-0.02, -0.02, 0.00], [0.00, -0.05, -0.02], [0.01, 0.07, -0.12], [0.18, -0.05, 0.07], [0.05, 0.10, -0.11], [-0.14, 0.00, 0.36], [-0.10, 0.03, -0.16], [-0.02, 0.09, 0.06], [-0.16, 0.07, 0.17], [0.10, 0.06, 0.18], [-0.02, -0.01, 0.02], [0.03, 0.02, 0.02], [0.00, 0.02, -0.02], [-0.08, -0.01, 0.07], [0.01, 0.00, -0.01], [-0.01, -0.01, 0.05], [0.02, -0.05, -0.03], [0.05, -0.04, 0.06]],
  "largest_force_ev_per_a": 0.53,
  "e_homo_ev": -6.83,
  "e_tot_ha": -4120.249492,
  "orbital_gap_ev": 6.80,
  "lumo_ha": -0.0010
}